No. 1
ORCA calculation (ωB97M-V with the def2-TZVPD basis set) on a molecular structure, C2H3FO2PTl.

```
10
Properties=species:S:1:pos:R:3:mulliken_spin:R:1
P 1.17063 0.90024 0.77229 1.17
F 1.71584 -1.04043 -0.47100 -0.01
O -1.03422 1.14280 -0.28656 0.00
C -2.24122 0.71939 0.23260 0.00
H -3.10914 1.21599 -0.24866 0.00
H -2.33850 0.91134 1.32204 0.00
C -2.43287 -0.75248 0.03172 -0.01
O -1.52293 -1.44283 -0.41217 -0.01
Tl 0.05563 -0.28400 -1.09410 -0.15
H -3.32886 -1.23462 0.46108 0.00
```

## Properties
- 2S+1: 2
- HOMO energy (alpha / beta): -13.297 / -12.740 eV
- Total charge: +1
- Kohn-Sham gap (alpha / beta): 6.7836 / 6.0211 eV
- <S²>: 0.89



No. 2
ORCA calculation (ωB97M-V with the def2-TZVPD basis set) on C2H3FO2S in the gas phase.

```
9
Properties=species:S:1:pos:R:3:mulliken_charge:R:1
O -1.65642 -1.41168 -0.67462 -0.59
S -1.04519 -0.31444 -0.00730 0.91
O -1.85732 0.50038 0.87462 -0.56
C 0.59124 -0.49228 0.57044 -0.60
C 0.36657 0.58878 -0.63150 -0.04
F 0.36901 1.77528 -0.24955 -0.22
H 1.39060 -1.08127 0.11235 0.30
H 0.91466 -0.00402 1.48736 0.30
H 0.92684 0.43924 -1.48179 0.49
```

## Properties
- 2S+1: 1
- HOMO energy: -10.648 eV
- Kohn-Sham gap: 11.1942 eV